# 1
DFT (ωB97M-V/def2-TZVPD) results for a molecular structure, C36H75N3O11S3.

The energy relative to the best compared isomer or geometry (same formula, charge and spin) comes out at 45.107 eV. The value obtained for the total energy is -3601.389270 Eh. The calculation puts the gap between HOMO and LUMO at 8.064 eV. As for the spin multiplicity: 1. The HOMO energy comes out at -0.312 Ha.

Each line ends with the Mulliken charge.
Atoms and positions in Å:
H -0.785 -2.508 -0.979  1.5465
H 1.137 1.825 -2.067  0.7155
H -5.131 2.680 -0.221  0.3557
H -0.991 -4.031 -3.332  0.1843
H 1.560 0.822 5.977  0.5996
H -2.353 1.059 2.474  0.4318
C -3.021 -1.478 -1.280  -0.1712
H -1.867 2.543 0.575  0.2399
C -4.089 -3.115 -3.013  -1.7448
S 0.503 1.748 3.978  0.8701
O 0.162 4.544 1.557  -0.4633
H -1.546 -1.018 0.627  0.1194
C 4.361 -1.441 4.655  -0.9562
C -0.915 -1.938 -3.978  0.3037
H 2.550 1.150 -1.547  0.6545
H -2.394 -3.563 -4.275  0.1632
H -5.146 1.001 0.181  0.4713
C -0.766 3.890 1.989  0.0404
H 3.828 -0.870 5.415  0.2537
O 0.725 3.130 4.617  -0.8753
C 3.106 -3.495 -0.994  -0.7356
H 0.305 -0.541 -2.938  -0.2671
H -4.954 1.301 -1.436  0.3272
H -1.108 -0.622 -0.985  0.2584
H 2.970 4.847 -3.237  0.5084
S 3.031 -2.731 0.681  0.2628
H 0.975 6.292 -0.894  0.3823
H 2.176 -0.539 -0.063  0.4361
H 0.190 1.515 -0.921  -2.3527
C 0.156 -4.421 -1.454  -0.8094
H 0.422 2.272 -0.873  0.8380
H -2.106 0.154 -4.532  0.2467
H -0.628 -3.623 0.436  0.3790
H 1.597 0.697 2.119  -0.1933
H 3.957 -0.784 -0.396  0.8628
H -0.740 -6.052 -2.588  0.3824
H 1.744 -0.233 4.583  0.1224
C 2.122 1.568 -2.458  -0.1544
H 0.731 5.691 0.728  0.4571
C 3.126 -0.938 0.293  -0.2945
H -2.313 -1.510 -0.452  -0.1321
C -0.873 -5.509 -1.653  -1.4659
H -0.737 -3.812 -4.984  0.4826
H -1.317 1.980 -0.974  -0.3086
O 0.653 -0.190 1.814  0.4101
O 1.185 -4.381 -2.109  -0.6543
C -1.139 2.550 1.386  0.0374
H -3.998 -1.316 -0.823  0.8607
O 1.569 -3.089 1.053  -0.4448
H -1.570 3.906 4.064  0.3357
C 2.969 2.683 -2.998  0.0487
H -1.857 -5.041 -1.703  0.4774
H -2.719 4.498 2.949  0.4004
O -2.800 0.886 0.696  -0.4524
H -4.128 -4.157 -3.329  0.4659
C -0.688 -0.974 -0.043  -0.0262
O -1.196 -1.039 -4.743  -0.6929
C 0.726 -3.430 3.084  -0.1089
C -4.667 1.727 -0.475  -1.8061
H 0.972 -2.098 -3.054  0.6720
H 0.797 -2.752 -0.321  -1.3503
H 2.008 0.790 -3.213  0.6464
C 0.277 5.744 -0.261  -1.7588
C -2.214 -0.598 3.715  -0.3321
H 1.807 3.524 -0.904  -0.8086
H 1.379 1.780 0.407  -0.2347
H -1.066 -2.460 2.403  0.9609
C -2.998 -2.834 -2.010  0.0821
H 5.419 -1.384 4.911  0.4346
H -2.807 1.453 -3.548  0.2567
C -3.220 1.570 -0.224  0.9311
C 1.794 0.805 4.912  -1.1265
H -0.786 0.214 2.328  -1.3044
H 2.500 -2.859 -1.640  -0.0011
H -1.307 5.413 3.531  0.4619
H 1.915 -1.549 3.699  1.5186
H -0.251 -1.970 -0.120  -0.2052
H 4.026 -2.477 4.629  0.3189
C -0.162 -3.247 -0.475  2.0105
H -0.720 -6.189 -0.815  0.4012
N 1.299 -4.109 3.797  -0.8905
C -0.080 4.326 -0.793  0.0415
C 2.445 -1.572 2.747  -2.6601
H -2.391 3.277 -1.244  1.0906
C 2.434 4.062 -2.704  -0.8581
C -1.878 1.043 -3.944  -1.5177
C 1.538 1.739 2.433  0.3494
H 2.523 4.196 -1.626  0.4679
O 5.024 -1.557 2.197  -0.7189
C 0.030 -1.591 -2.844  0.4721
H -2.702 -0.606 -1.852  0.0980
C -0.032 -2.594 2.085  -0.2534
N -2.702 -1.505 4.235  -0.7209
N -0.111 0.561 -2.005  -0.7288
C -1.574 0.523 3.016  0.5716
H -0.222 -3.179 1.185  0.1147
H -1.193 1.228 3.755  0.6376
H -0.355 -1.920 -1.879  -1.1357
C 0.866 1.042 -0.209  -1.0639
H -0.251 2.054 0.993  0.3687
C -2.353 2.187 -1.240  -0.7783
H -2.599 1.750 -2.208  -0.2236
C 0.858 3.192 -0.483  0.4714
C -1.644 4.458 3.127  -1.6494
H 4.139 -3.566 -1.335  0.4904
S 4.056 -0.713 3.030  0.5365
H -4.017 -2.509 -3.916  0.3745
H 1.073 2.287 1.614  -1.4293
H 2.745 -4.522 -0.957  0.4033
H 2.526 2.083 2.739  1.2145
H 2.561 -2.631 2.515  2.2858
C -0.912 0.768 -2.839  1.0865
H -0.606 6.350 -0.059  0.4589
H 1.522 0.632 -0.977  0.9233
O -1.105 4.082 -1.406  -0.5645
H 0.545 -1.709 1.820  -0.8641
H 2.811 1.193 4.855  0.4092
C 0.317 -0.076 0.610  3.1455
H 1.814 -1.226 1.929  -2.2123
C -1.322 -3.404 -4.160  -0.9842
H 1.029 3.154 0.593  0.9813
H -1.349 1.891 2.228  0.6237
H -5.017 -2.853 -2.506  0.4262
O -2.286 -3.709 -1.549  -0.4897
H 3.274 -0.406 1.233  -0.9865
H 1.370 4.086 -2.936  0.2678
H -1.497 1.809 -4.619  0.6457
O 4.044 2.534 -3.578  -0.6214

---

# 2
DFT (ωB97M-V/def2-TZVPD) results for 3 unconnected molecules or ions with the total composition C36H77BFIN4O11PS.

The value obtained for the total energy is -3626.317137 Eh. As for the charge: +1. The calculation puts the gap between HOMO and LUMO at 7.403 eV. As for the spin multiplicity: 1. The HOMO energy comes out at -0.381 Ha.

Each line ends with the Mulliken charge.
Atoms and positions in Å:
H 3.353 -4.391 2.207  0.2081
H -2.822 9.247 -6.708  0.3648
C -3.337 8.280 -6.766  -0.4876
C 3.203 -4.918 1.260  -0.5519
F 4.837 -1.143 -0.854  -0.4591
C -2.157 0.009 1.127  -0.3541
I 7.006 -3.169 -0.274  0.2283
H 2.550 0.180 2.675  0.2739
H 1.647 1.225 -4.659  0.5207
H -3.353 0.540 2.837  0.2348
O 4.121 -4.702 -4.143  -0.6116
H 1.517 -1.248 -4.764  0.3429
H -4.726 -1.309 2.574  0.3402
H 3.369 -0.148 9.577  0.2468
H 0.526 1.603 2.703  0.5518
H -2.316 1.792 9.681  0.2731
O 5.414 -5.810 0.379  -0.7072
B 4.518 -4.777 0.424  0.6168
H 4.399 -4.664 -5.071  0.3639
C 3.076 -3.423 -1.795  -1.3415
C 0.849 0.674 -4.144  -1.1253
O -0.561 0.906 9.023  -0.3207
C 4.133 -2.166 -0.216  2.8049
O 0.575 -0.219 6.462  -0.2505
H 4.522 0.998 8.869  0.2825
H -4.541 4.675 -5.380  0.4071
H 0.676 -0.837 3.731  0.2451
H 5.049 -6.679 0.181  0.3625
H -4.272 8.437 -7.313  0.3371
H 2.597 -2.246 2.837  0.7277
H -1.301 2.749 8.589  0.2443
H 0.498 -2.903 -1.746  -0.1162
H 1.878 -2.426 1.259  0.1882
C 1.285 -0.744 -3.823  -0.5411
H 2.621 -0.337 -0.777  0.3517
H -0.631 7.320 -3.533  0.2566
S 6.200 -2.600 -3.963  -0.2666
C 3.629 0.397 8.669  -0.8031
H -7.093 -1.648 2.233  0.3721
N 2.898 -2.369 -0.972  1.6347
C -4.530 -0.819 1.617  -0.5399
C 2.359 1.468 6.948  -0.7017
C 2.517 -0.735 -2.900  -0.5071
H 0.322 -5.144 -0.773  0.1953
H -1.092 -4.778 -1.743  0.5000
H 2.875 0.295 -2.868  0.7400
H -0.236 3.039 -2.192  0.2549
H 3.860 -0.329 7.883  0.3673
H 2.414 -4.785 -3.052  0.5802
H -7.920 -0.876 0.891  0.3336
H -0.435 1.218 0.567  0.0678
H -1.652 -0.588 8.091  0.3515
H 0.314 -3.541 -3.385  0.7055
C -0.230 0.809 2.676  -1.1174
C 0.678 -3.759 -2.382  -0.6702
C -1.672 1.745 8.798  -0.7818
H 0.431 -1.220 -3.337  0.0369
H 0.195 -1.925 7.421  0.3987
N 2.120 -4.023 -2.454  0.2617
H -0.025 0.668 -4.807  0.4401
H -1.844 -0.988 1.449  0.3369
C -3.507 0.320 1.777  -0.7709
H -4.094 -1.576 0.958  0.2548
C 0.526 -0.521 2.694  -0.3699
H -4.316 8.624 -4.943  0.4051
H 2.509 2.542 6.776  0.3889
C -3.743 5.414 -5.495  -0.3617
H -6.154 0.585 1.481  0.3918
H -0.822 0.949 3.583  0.3939
H -7.319 -2.472 -0.661  0.3112
H -2.575 7.504 -9.519  0.2749
H -4.071 6.928 -8.746  0.3754
C -5.860 -0.357 1.011  -0.6134
O -4.359 6.648 -5.191  -0.4334
H 3.344 -1.316 -3.314  0.0415
N 4.371 -3.913 -1.793  0.4704
H -3.914 1.217 1.302  0.3384
H -1.882 6.430 -2.648  0.4348
C 1.897 -0.413 2.029  -0.5560
H -0.678 -1.083 9.482  0.3777
C 0.412 2.696 -2.995  -0.9208
H 3.105 0.928 6.354  0.3442
H -0.041 -1.324 2.215  0.2487
C -3.643 7.861 -5.342  -0.1949
H -5.770 -2.829 0.100  0.2721
H -3.410 5.366 -6.533  0.0742
H 0.390 -7.092 -4.359  0.2838
H 3.017 -5.963 1.510  0.4633
C -1.092 1.069 1.430  -0.7504
O 6.254 -5.312 -2.882  -0.4877
P 5.306 -4.096 -3.227  0.5307
C -6.991 -1.373 1.181  -0.6073
H -3.020 4.890 -3.539  0.3966
C -0.019 -4.983 -1.795  -0.3605
H -7.272 -3.498 0.757  0.3157
O -1.503 5.826 -4.602  -0.2650
H 0.971 1.406 5.376  0.1741
C 3.957 -1.730 1.245  -2.1578
C -0.693 -0.432 8.598  -0.5760
C 0.438 -0.896 7.701  -0.3518
C -6.822 -2.618 0.299  -1.0743
O 0.267 -7.343 -1.964  -0.5863
H 1.383 -0.931 8.246  0.1389
H 0.480 -5.425 -4.399  0.2482
H 1.399 3.155 -2.882  0.3703
H 5.933 -5.930 -2.211  0.3320
H 1.171 -1.149 -1.241  0.9981
O 0.522 1.282 -2.911  -0.1100
C -1.061 6.332 -3.363  -0.7895
H 2.314 -4.493 0.793  -0.0379
H -2.315 -0.047 0.045  0.3301
H 4.668 -2.293 1.851  0.2580
H -2.318 3.976 -4.889  0.2274
H -2.267 1.409 7.943  0.3644
H -2.741 7.880 -4.728  0.0094
C -2.633 4.976 -4.560  -0.3251
C -2.979 6.907 -8.696  -0.7733
C 4.910 -3.467 -0.455  -2.0859
H 4.290 -0.692 1.277  0.8696
C 0.968 1.143 6.439  0.1004
O -2.503 7.366 -7.451  -0.3140
O 2.531 1.209 8.323  -0.3053
C 0.158 -6.292 -2.551  0.3156
C 2.243 -1.107 -1.437  -1.6809
H 1.793 0.089 1.063  -0.1123
H -0.280 5.692 -2.935  0.1651
H -2.647 5.875 -8.826  0.2302
C 2.540 -1.788 1.846  -0.3636
H -5.720 -0.190 -0.062  0.2572
H -0.010 2.988 -3.960  0.3441
H 0.221 1.777 6.919  0.0442
N 0.080 -6.226 -3.934  -0.4313
H -1.613 2.017 1.591  0.5055

---

# 3
DFT (ωB97M-V/def2-TZVPD) results for 14 unconnected molecules or ions with the total composition C36H78Br8N8O12.

The value obtained for the total energy is -23351.855747 Eh. As for the charge: -2. The calculation puts the gap between HOMO and LUMO at 8.372 eV. As for the spin multiplicity: 1. The HOMO energy comes out at -0.190 Ha.

Each line ends with the Mulliken charge.
Atoms and positions in Å:
H 0.953 1.175 7.459  0.3525
H 3.383 -1.257 1.351  0.0161
C 1.663 3.332 2.130  -0.8817
Br -4.270 -1.705 -5.195  -0.2117
Br -7.117 -0.069 0.113  -0.1986
C 1.060 2.355 3.215  0.3210
C 3.063 4.012 -2.930  0.7261
H -2.591 4.271 0.008  0.2650
H -5.479 -2.504 -3.015  0.4589
H 1.725 0.710 5.251  0.2669
Br -4.109 -3.186 -0.865  -0.1200
N 1.692 -0.037 6.074  0.0064
H -3.876 2.984 0.242  -0.2972
C 4.447 -2.003 -2.474  -1.0812
H -5.496 4.342 0.939  0.1861
C 0.120 -3.593 -1.461  -0.2623
H 0.654 -4.719 1.440  0.1451
H -5.115 1.465 1.800  -0.3596
O 3.807 4.641 -3.718  -0.7779
H 0.354 -5.255 -6.807  0.2482
N -2.500 3.422 1.864  0.4668
O -8.533 4.781 0.320  -0.7109
O -4.377 4.546 2.527  -0.8229
H -6.251 5.339 -1.436  0.3149
H 5.110 2.197 -3.049  0.3369
C -0.082 -0.199 0.174  0.2390
O -0.111 2.004 3.026  -0.6964
H 3.977 0.765 -3.217  0.1278
H 1.177 -3.409 -1.151  0.0421
H 2.876 -5.611 -3.919  0.2699
H -0.428 -1.263 -5.101  0.0911
C 5.483 1.243 4.259  0.5265
C 0.625 -4.661 2.526  0.1095
H -6.484 4.322 3.052  0.1379
N 3.129 -5.056 -5.964  -0.1274
H -7.838 5.405 3.040  0.2797
C -7.480 4.535 0.969  0.6186
C 1.750 0.518 7.444  -1.0957
C -1.887 2.147 -3.339  -0.1886
H 1.256 -3.828 2.975  -0.1739
H -0.378 0.730 -3.609  -0.3898
C 4.924 1.187 5.676  -0.4088
O 6.670 1.381 3.981  -0.7289
H 1.366 -0.991 -4.944  0.3774
H 3.670 -1.966 -3.254  0.1536
N 3.968 -1.843 -1.173  0.3023
H 1.735 -0.254 8.186  0.3798
C 0.623 0.665 -0.862  -0.0360
H 3.987 0.693 5.549  -0.2602
C 4.763 1.528 1.924  -0.9995
C -3.368 3.878 2.756  0.7548
H -1.774 0.544 -4.690  0.2517
C 1.109 -6.075 -6.841  -1.0933
H 3.090 -1.201 3.805  0.1948
O -0.667 -3.891 -3.724  -0.7157
H -6.955 3.736 -1.563  0.3430
Br 1.306 -6.377 3.195  -0.1589
H 2.673 1.031 7.569  0.2989
C -4.949 0.332 1.900  0.3702
H 2.735 3.562 2.267  0.4600
O 1.624 0.092 -1.382  -0.8092
H 1.701 5.499 -2.640  0.3379
C 0.033 -3.257 -2.930  0.0505
Br -0.103 1.976 -5.674  -0.1771
C 3.346 -2.282 1.167  -0.1595
H -3.119 4.690 4.749  0.3323
C -4.532 -2.003 -3.279  -0.3181
H 1.558 2.906 1.110  -0.0869
H -5.221 3.965 -1.468  0.1324
H 0.997 -6.595 -5.903  0.4191
H -6.907 -0.133 2.599  0.4794
H 0.824 -1.341 -2.558  -0.7624
H -1.266 2.717 -2.589  -0.0291
C -3.474 -2.878 -2.660  -0.1122
H 2.614 -3.896 -4.250  -0.2610
C 2.447 -5.523 -7.087  0.7047
H -2.394 -2.465 -2.551  -0.3661
H 1.331 -1.056 3.745  0.3496
H 1.136 4.284 2.069  0.4186
C 2.511 -4.895 -4.624  -0.0310
C 0.558 -1.676 -4.681  -0.9375
H 4.823 2.187 6.039  0.2737
H -0.568 -1.058 -0.331  -0.4433
C -2.976 3.733 4.203  -0.9533
H -2.116 2.624 -0.045  -0.3051
H 2.327 -2.641 1.028  -0.1753
H -6.025 -1.505 1.816  0.3819
Br -4.159 0.216 3.697  -0.1741
H 5.603 2.252 1.936  0.3111
O 5.099 -3.432 -0.088  -0.7327
H 1.454 -5.061 -4.771  0.0114
C 4.123 1.862 -3.440  -0.9614
H -3.373 -3.782 -3.228  0.5002
H -2.649 2.749 -3.861  0.6299
H -4.268 -0.022 1.083  0.1476
H 0.558 -0.637 0.924  -0.1895
N 3.040 2.669 -2.930  0.2593
H 3.799 -2.849 1.930  0.5964
H 4.856 -3.013 -2.564  0.4556
H 2.210 -2.615 4.003  0.4565
H -3.584 3.011 4.737  0.1925
N -6.297 4.246 0.377  0.2400
H 0.818 -6.675 -7.692  0.3338
O 0.197 1.793 -1.148  0.1073
O 1.800 2.019 4.252  -0.9965
C -2.800 3.307 0.486  0.0825
H 5.264 -1.230 -2.646  0.2695
H -8.170 3.662 2.823  0.2268
C 1.964 -1.313 5.743  0.3304
H -1.627 2.981 2.176  0.1312
O 2.944 -5.420 -8.213  -0.6641
C -0.827 -4.681 2.915  -0.7006
Br -2.992 1.024 -2.164  -0.0407
H -0.458 -2.859 -0.911  -0.2622
H 3.910 -4.444 -6.060  0.2531
C 4.230 -2.591 -0.052  0.4212
H -1.020 -4.677 3.953  0.4984
Br -1.466 -3.005 2.035  -0.0543
C 2.120 -1.566 4.214  -0.6341
H -0.802 0.351 0.715  0.3544
C -7.477 4.455 2.556  -0.7195
C -6.224 -0.424 1.831  -0.6560
H 2.426 2.235 -2.252  -0.1951
H 1.243 3.964 -1.810  -0.0700
H 0.721 -2.563 -5.305  0.1152
H 3.522 1.467 3.657  0.0196
C 2.058 4.637 -2.096  -0.6328
H 5.138 0.631 1.439  0.3407
H -1.916 3.399 4.362  0.1046
H -0.281 -4.585 -1.146  0.4805
C -6.201 4.322 -1.022  -0.8470
H 3.152 -1.187 -1.071  0.0684
H -4.402 -1.079 -2.750  0.0057
H 4.232 2.097 -4.514  0.3538
N 0.556 -2.061 -3.264  1.8092
O 2.075 -2.265 6.532  -0.7789
H -1.349 -5.526 2.448  0.4127
C -1.124 1.240 -4.242  0.0145
H 3.892 1.920 1.447  0.2221
N 4.443 1.166 3.300  0.4065
H 5.559 0.560 6.248  0.3881
H 2.528 5.026 -1.157  0.1633

---

What is the formula in the first record?
C36H75N3O11S3

---

What is the spin multiplicity in the third record?
1

---

Look up the gap between HOMO and LUMO of the first one.
8.064 eV